No. 1
69
Properties=species:S:1:pos:R:3 method="wB97M-V/def2-TZVPD" spin_multiplicity=3 lumo_ha="-0.2689 / -0.2608" e_homo_ev="-14.11 / -14.41" largest_force_ev_per_a=2.40 gap_ev="6.79 / 7.31" total_charge=+2 energy_ev=-63245.9585
Mo 0.083 -1.427 0.245
N 2.137 -2.252 0.748
C 3.001 -1.947 -0.383
C 4.380 -1.819 -0.266
C 5.182 -1.587 -1.367
C 4.545 -1.351 -2.606
C 3.166 -1.436 -2.749
C 2.437 -1.324 -3.954
C 1.066 -1.377 -4.000
C 0.342 -1.481 -2.815
N 1.019 -1.640 -1.659
C 2.380 -1.720 -1.587
H 2.225 -3.262 0.949
H 2.531 -1.775 1.584
H 4.784 -1.886 0.758
H 6.262 -1.496 -1.210
H 5.178 -1.281 -3.448
H 3.022 -1.089 -4.868
H 0.693 -1.246 -4.966
H -0.745 -1.458 -2.779
I -0.546 -4.240 0.138
C -2.441 -3.797 -0.554
C -3.245 -4.782 -1.051
C -4.501 -4.450 -1.610
C -4.868 -3.115 -1.675
C -4.059 -2.089 -1.138
C -4.391 -0.706 -1.069
C -3.556 0.221 -0.559
C -2.328 -0.187 -0.011
C -1.914 -1.499 -0.102
C -2.768 -2.442 -0.619
H -3.001 -5.867 -0.941
H -5.097 -5.208 -2.088
H -5.793 -2.834 -2.199
H -5.400 -0.392 -1.396
H -3.803 1.232 -0.474
H -1.819 0.572 0.543
N -0.606 -1.553 2.443
C -0.276 -0.363 3.355
C 0.938 0.279 3.281
C 1.324 1.246 4.221
C 0.506 1.474 5.281
C -0.767 0.876 5.316
C -1.167 -0.070 4.383
H -0.327 -2.381 2.952
H -1.618 -1.645 2.326
H 1.613 0.097 2.479
H 2.287 1.702 4.206
H 0.763 2.172 6.047
H -1.509 1.116 6.066
H -2.063 -0.668 4.357
O 2.320 0.949 -1.210
C 1.359 1.235 -0.568
O 0.724 0.391 0.276
C 0.744 2.607 -0.560
C 1.252 3.540 -1.452
C 0.881 4.845 -1.277
C -0.006 5.228 -0.312
C -0.485 4.296 0.556
C -0.141 2.963 0.457
N -1.553 4.602 1.507
O -1.848 5.757 1.729
O -2.097 3.616 1.959
N 1.361 5.889 -2.237
O 0.701 6.923 -2.242
O 2.269 5.613 -2.984
H 1.980 3.218 -2.175
H -0.296 6.256 -0.213
H -0.419 2.226 1.211

=====

No. 2
69
Properties=species:S:1:pos:R:3 method="wB97M-V/def2-TZVPD" de_lowest_kcal_mol=31.2 lumo_ha=0.0643 e_homo_ev=-3.33 largest_force_ev_per_a=0.78 gap_ev=5.08 total_charge=-1 energy_ev=-97614.3544
K 0.128 -1.671 0.390
C 0.314 0.004 3.842
C 1.330 -1.080 3.689
N 1.371 -1.873 2.665
C 2.351 -2.833 2.770
C 3.089 -2.745 3.912
S 2.527 -1.445 4.873
C 2.465 -3.883 1.726
C 3.238 -5.000 1.818
S 2.965 -6.004 0.459
C 1.830 -4.868 -0.156
N 1.685 -3.819 0.589
C 1.071 -5.052 -1.429
H -0.192 0.170 2.889
H 0.771 0.937 4.172
H -0.447 -0.284 4.569
H 3.909 -3.367 4.228
H 3.899 -5.290 2.617
H 0.940 -6.107 -1.666
H 1.606 -4.577 -2.254
H 0.089 -4.584 -1.313
O 1.624 -1.608 -1.962
N 1.502 -0.251 -1.699
C 2.594 0.387 -1.655
C 2.540 1.819 -1.323
C 3.726 2.534 -1.470
C 3.787 3.890 -1.191
C 2.641 4.534 -0.758
C 1.457 3.826 -0.595
C 1.363 2.462 -0.864
P -0.141 1.441 -0.432
C -1.248 2.710 0.283
C -0.891 3.218 1.535
C -1.713 4.098 2.217
C -2.931 4.474 1.665
C -3.307 3.963 0.434
C -2.473 3.089 -0.252
C -0.871 1.246 -2.124
C -1.400 0.031 -2.575
C -1.890 -0.070 -3.870
C -1.875 1.021 -4.730
C -1.360 2.227 -4.287
C -0.861 2.330 -2.995
H 0.702 -1.900 -2.060
H 3.550 -0.098 -1.852
H 4.613 2.014 -1.814
H 4.716 4.430 -1.314
H 2.657 5.596 -0.544
H 0.577 4.354 -0.252
H 0.050 2.915 1.985
H -1.412 4.473 3.188
H -3.590 5.143 2.203
H -4.264 4.231 0.005
H -2.798 2.679 -1.199
H -1.451 -0.867 -1.959
H -2.294 -1.019 -4.203
H -2.263 0.927 -5.737
H -1.343 3.092 -4.940
H -0.460 3.281 -2.661
O -5.325 -3.059 2.053
C -4.265 -2.721 1.570
C -3.575 -1.391 1.725
O -3.774 -0.559 2.598
C -2.588 -1.323 0.638
C -2.407 -2.634 0.060
O -1.519 -2.976 -0.797
C -3.375 -3.550 0.677
O -3.448 -4.763 0.532
O -1.924 -0.275 0.355

=====

No. 3
67
Properties=species:S:1:pos:R:3 method="wB97M-V/def2-TZVPD" lumo_ha=-0.2339 e_homo_ev=-12.70 largest_force_ev_per_a=0.40 gap_ev=6.33 total_charge=+2 energy_ev=-91431.3103
Lu 1.116 0.379 -0.254
C -4.977 3.186 1.588
C -3.631 2.519 1.634
C -3.427 1.325 2.325
C -2.198 0.695 2.327
C -1.085 1.233 1.672
N 0.136 0.521 1.607
C 0.549 -0.203 2.752
C 0.426 0.335 4.035
C 0.874 -0.342 5.152
C 1.503 -1.583 5.052
C 2.028 -2.293 6.268
C 1.659 -2.115 3.782
C 1.178 -1.449 2.659
N 1.353 -2.131 1.395
C 1.112 -3.430 1.157
C 1.664 -3.766 -0.063
C 2.248 -2.589 -0.515
N 2.073 -1.593 0.366
C -1.292 2.444 0.997
C -2.543 3.055 0.964
N -0.233 3.153 0.316
C -0.041 4.480 0.299
C 0.913 4.774 -0.656
C 1.254 3.542 -1.196
N 0.562 2.554 -0.611
H -5.562 2.949 2.475
H -5.549 2.857 0.719
H -4.880 4.269 1.530
H -4.250 0.873 2.865
H -2.074 -0.231 2.876
H -0.047 1.302 4.146
H 0.747 0.112 6.127
H 1.449 -2.030 7.151
H 3.067 -2.022 6.462
H 1.985 -3.375 6.145
H 2.169 -3.062 3.654
H 0.584 -4.024 1.885
H 1.653 -4.727 -0.545
H 2.779 -2.402 -1.435
H -2.663 3.971 0.399
H -0.604 5.119 0.959
H 1.301 5.743 -0.913
H 1.970 3.311 -1.969
S -0.685 -2.289 -7.346
N 0.672 -1.589 -6.836
C 0.492 -1.320 -5.549
C 1.460 -0.668 -4.684
C 2.714 -0.244 -5.130
C 3.572 0.372 -4.247
C 3.150 0.552 -2.934
N 1.959 0.154 -2.490
C 1.112 -0.456 -3.350
C -0.196 -0.903 -2.831
N -0.474 -0.682 -1.523
C -1.646 -1.073 -1.024
C -2.612 -1.708 -1.801
C -2.342 -1.941 -3.128
C -1.116 -1.534 -3.663
C -0.754 -1.737 -5.055
N -1.521 -2.316 -5.970
H 2.991 -0.406 -6.164
H 4.551 0.714 -4.549
H 3.807 1.032 -2.215
H -1.821 -0.860 0.025
H -3.549 -2.001 -1.351
H -3.063 -2.430 -3.772

=====

No. 4
71
Properties=species:S:1:pos:R:3 method="wB97M-V/def2-TZVPD" spin_multiplicity=3 de_lowest_kcal_mol=0.0 lumo_ha="0.0575 / 0.0495" e_homo_ev="-5.05 / -5.05" largest_force_ev_per_a=0.54 gap_ev="6.62 / 6.40" total_charge=-1 energy_ev=-173089.6341
Tc 1.312 -0.913 -0.635
C 4.095 -0.332 4.492
Si 3.730 -2.137 4.229
C 2.137 -2.591 5.072
C 5.107 -3.153 4.983
C 3.728 -2.479 2.385
C 4.698 -3.271 1.794
C 4.763 -3.456 0.408
C 3.846 -2.797 -0.371
N 2.902 -2.018 0.170
C 2.797 -1.868 1.508
S 1.431 -0.895 1.927
H 4.124 -0.093 5.559
H 3.320 0.278 4.023
H 5.057 -0.056 4.052
H 2.229 -2.405 6.147
H 1.886 -3.644 4.928
H 1.313 -1.992 4.682
H 5.116 -3.007 6.067
H 6.087 -2.857 4.600
H 4.976 -4.222 4.795
H 5.428 -3.772 2.420
H 5.513 -4.087 -0.048
H 3.847 -2.868 -1.452
Br -5.009 10.442 -3.678
C -4.129 8.811 -3.275
C -4.581 7.635 -3.845
C -3.931 6.448 -3.536
C -2.841 6.434 -2.680
C -2.404 7.626 -2.113
C -3.046 8.818 -2.409
N -2.249 5.144 -2.417
N -1.148 5.232 -1.836
C -0.460 4.055 -1.503
C 0.797 4.303 -0.983
C 1.700 3.312 -0.615
C 1.334 1.983 -0.755
O 2.117 0.990 -0.490
C -0.002 1.692 -1.228
N -0.294 0.358 -1.278
C -1.442 -0.028 -1.786
C -2.398 0.904 -2.215
C -2.151 2.242 -2.129
C -0.898 2.693 -1.635
H -5.429 7.644 -4.516
H -4.262 5.509 -3.965
H -1.559 7.606 -1.440
H -2.711 9.746 -1.968
H 1.073 5.347 -0.889
H 2.683 3.548 -0.232
H -1.604 -1.094 -1.867
H -3.333 0.537 -2.617
H -2.885 2.963 -2.445
S -1.462 -2.932 -3.825
Sb 0.623 -2.579 -4.535
S 2.041 -1.164 -2.857
S 1.007 -0.140 -4.391
N -6.162 -7.280 1.194
C -5.258 -6.622 0.926
C -4.123 -5.792 0.591
C -4.225 -4.846 -0.427
C -3.150 -4.028 -0.719
C -1.956 -4.129 0.006
C -1.859 -5.107 1.003
C -2.931 -5.926 1.297
C -0.870 -3.239 -0.256
C 0.086 -2.529 -0.511
H -5.146 -4.762 -0.988
H -3.214 -3.306 -1.522
H -0.929 -5.205 1.547
H -2.851 -6.675 2.074